The following is a quantum chemistry calculation of C19H20N2O5 in the gas phase, from the Open Molecules 2025 dataset.

The value obtained for the LUMO energy is 0.6 eV. The spin multiplicity is 1. The HOMO energy is -7.872 eV. For the largest force on an atom, the calculation gives 0.95 eV/Å. Its SMILES is CCn1cc(C(=O)NCc2ccco2)c2cc(OC)c(OC)cc2c1=O.

Each line ends with the Mulliken charge.
Atoms and positions in Å:
C -0.94651 -4.19982 1.17110  -1.004
H -0.03526 -4.25576 1.76100  0.297
H -1.63746 -3.51677 1.66134  0.297
C -0.62084 -3.72069 -0.23961  -0.823
N -0.01898 -2.39988 -0.22006  0.107
C -0.81694 -1.30936 -0.08135  -0.544
C -0.34364 -0.04270 0.02592  0.192
C 1.08037 0.15927 0.01144  0.679
C 1.90519 -0.96497 -0.15398  -1.420
C 3.29231 -0.80352 -0.19671  0.116
C 3.88944 0.43449 -0.08518  1.225
C 3.06095 1.57480 0.08878  0.260
C 1.68562 1.40895 0.12920  -0.688
H 1.08235 2.28919 0.27843  0.539
O 3.46242 2.86371 0.21068  -0.479
C 4.82328 3.22217 0.30281  -0.772
H 5.36869 2.98601 -0.61300  0.256
H 4.81886 4.30152 0.45506  0.297
H 5.31289 2.73812 1.15008  0.290
O 5.24594 0.61745 -0.13901  -0.480
C 6.06849 -0.51356 -0.29486  -0.947
H 5.95007 -1.21503 0.53639  0.354
H 7.08791 -0.13009 -0.30244  0.250
H 5.86766 -1.03027 -1.23824  0.348
H 3.87498 -1.70125 -0.32591  0.604
C 1.36800 -2.31237 -0.26886  0.375
O 2.04603 -3.31876 -0.40184  -0.750
C -1.29078 1.09093 0.21902  0.262
O -1.14576 1.96591 1.04664  -0.662
N -2.35282 1.06080 -0.62832  -0.229
H -2.42308 0.33445 -1.32221  0.313
C -3.45991 1.98683 -0.50649  -0.780
C -4.75006 1.26269 -0.31174  0.476
C -5.88226 1.21001 -1.07161  -0.655
C -6.77297 0.33855 -0.39742  -0.325
C -6.11218 -0.07839 0.71488  -0.474
O -4.88946 0.47283 0.77512  -0.264
H -6.39175 -0.73974 1.51069  0.448
H -7.76152 0.06451 -0.70293  0.423
H -6.06275 1.73078 -1.98949  0.445
H -3.22591 2.61070 0.36296  0.344
H -3.53535 2.61902 -1.39713  0.306
H -1.87660 -1.52203 -0.03294  0.679
H 0.10845 -4.39180 -0.69926  0.362
H -1.52439 -3.68983 -0.85463  0.379
H -1.39771 -5.18743 1.13176  0.375

Atoms 1-2, force components in eV/Å:
C 0.1 0.1 -0.2
H 0.1 0.0 0.1

The following is a quantum chemistry calculation of 2 unconnected molecules or ions with the total composition C19H20N3O3S, from the Open Molecules 2025 dataset.

The value obtained for the LUMO energy is 1.4 eV. The spin multiplicity is 1. The HOMO energy is -2.853 eV. Its net charge is -1. For the largest force on an atom, the calculation gives 3.94 eV/Å.

Each line ends with the Mulliken charge.
Atoms and positions in Å:
C 5.23573 2.30560 1.11006  -1.213
C 3.74553 2.04220 1.08736  -0.125
O 3.44519 0.67101 0.97743  -0.322
C 2.08700 0.51766 0.93123  0.387
C 1.57613 -0.84640 0.84838  -0.418
C 0.29744 -1.16862 1.11683  0.919
C -0.20997 -2.54564 0.92961  -1.284
N -0.63424 -0.23112 1.50535  0.449
N -1.78932 -0.59558 1.72183  -0.818
C -2.75934 0.35470 1.94569  0.469
N -4.00655 0.01136 1.45196  -0.145
C -5.12990 0.83077 1.31661  0.501
C -6.30344 0.28660 0.80540  -0.411
C -7.40999 1.07577 0.60824  -0.573
C -7.36222 2.42193 0.91402  -0.411
C -6.20069 2.97702 1.41996  -0.636
C -5.09195 2.18512 1.62261  -0.299
O -2.52733 1.41035 2.49375  -0.594
O 1.32096 1.46298 0.95352  -0.572
H 5.46186 3.36912 1.21256  0.376
H 5.70462 1.77406 1.93973  0.302
H 5.70041 1.94872 0.18981  0.284
H 3.25087 2.40974 1.99848  0.320
H 3.25295 2.54976 0.24511  0.303
H 2.25755 -1.60586 0.51338  0.254
H 0.59201 -3.27355 0.81758  0.368
H -0.82910 -2.83435 1.78056  0.397
H -0.83388 -2.58580 0.03716  0.269
H -4.06568 -0.92606 1.06689  0.216
H -6.32546 -0.76178 0.56748  0.328
H -8.30998 0.64334 0.20111  0.359
H -8.23311 3.03602 0.75701  0.365
H -6.16626 4.03120 1.64474  0.358
H -4.17576 2.59063 2.01924  0.516
S 1.80908 0.31211 -2.63450  -0.507
C 2.85566 -0.94541 -2.95444  0.192
C 4.24494 -0.75235 -2.90868  -0.542
C 5.10211 -1.78952 -3.19505  -0.401
C 4.60194 -3.03657 -3.52656  -0.424
C 3.23470 -3.24802 -3.56413  -0.383
C 2.36646 -2.21944 -3.28107  -0.587
H 4.62526 0.22042 -2.64487  0.358
H 6.16698 -1.63166 -3.16141  0.342
H 5.27750 -3.84344 -3.75663  0.344
H 2.85044 -4.22186 -3.81640  0.345
H 1.30083 -2.37516 -3.30699  0.344

Atoms 1-2, force components in eV/Å:
C 0.1 -0.6 -0.1
C -0.1 1.5 0.0

The following is a quantum chemistry calculation of C19H20N4O2S2 in the gas phase, from the Open Molecules 2025 dataset.

The value obtained for the LUMO energy is 0.0 eV. The spin multiplicity is 1. The HOMO energy is -8.545 eV. For the largest force on an atom, the calculation gives 1.15 eV/Å. Its SMILES is C/N=C1/S[C@H](CC(=O)Nc2c(C)cccc2C)C(=O)N1/N=C/c1cccs1.

Each line ends with the Mulliken charge.
Atoms and positions in Å:
C -0.95980 3.22225 0.82142  -0.675
N -1.23916 2.69140 -0.47731  -0.520
C -0.45429 2.10628 -1.24824  0.740
N 0.90993 1.76238 -1.12122  0.388
C 1.53166 1.20917 -2.21425  0.176
O 2.71779 1.03171 -2.33482  -0.630
C 0.52199 0.80533 -3.27485  0.275
C 0.42190 -0.72581 -3.30954  -1.139
H -0.35122 -1.02111 -4.02100  0.362
H 1.38590 -1.11653 -3.64302  0.423
C 0.14347 -1.33598 -1.93060  0.351
O 1.01411 -1.88018 -1.28797  -0.648
N -1.14276 -1.20568 -1.53283  0.267
C -1.75418 -1.83394 -0.41805  0.077
C -1.27931 -1.66379 0.88316  0.904
C -1.93353 -2.32878 1.91365  -0.974
C -3.03872 -3.11966 1.67052  -0.857
C -3.51705 -3.25463 0.37971  -0.858
C -2.88399 -2.61938 -0.67589  1.179
C -3.39446 -2.77815 -2.07826  -1.557
H -3.77637 -1.83107 -2.46369  0.364
H -4.20424 -3.50224 -2.10471  0.399
H -2.60155 -3.12344 -2.74146  0.297
H -4.38585 -3.86659 0.18626  0.358
H -3.53280 -3.62612 2.48596  0.386
H -1.56941 -2.21184 2.92378  0.407
C -0.12065 -0.77135 1.19085  -0.986
H 0.79417 -1.17353 0.75666  0.359
H 0.01462 -0.67324 2.26492  0.446
H -0.28504 0.21844 0.76945  -0.048
H -1.79231 -0.80281 -2.19552  0.205
H 0.84389 1.17027 -4.25303  0.574
S -1.04447 1.62272 -2.83842  -0.328
N 1.44269 1.96421 0.11165  -0.621
C 2.63820 1.64747 0.42753  -0.621
C 3.05694 1.84393 1.77704  0.575
C 4.29463 1.58400 2.31339  -0.630
C 4.36847 1.87874 3.68440  -0.492
C 3.19227 2.35679 4.17857  -0.417
S 1.96735 2.45837 2.98394  -0.012
H 2.97402 2.65744 5.18427  0.416
H 5.25345 1.74261 4.27950  0.411
H 5.11332 1.19486 1.73529  0.452
H 3.37327 1.22244 -0.25052  0.435
H -0.86433 2.41858 1.55361  0.191
H -0.03912 3.80717 0.84917  0.262
H -1.80943 3.84930 1.09050  0.334

Atoms 1-2, force components in eV/Å:
C 0.0 0.3 0.4
N -0.1 -0.3 -0.5

The following is a quantum chemistry calculation of C19H20N4O5S2 in the gas phase, from the Open Molecules 2025 dataset.

The value obtained for the LUMO energy is 0.1 eV. The spin multiplicity is 1. The HOMO energy is -8.550 eV. For the largest force on an atom, the calculation gives 1.32 eV/Å. Its SMILES is O=C(O)CSc1nnc(-c2ccc(S(=O)(=O)N3CCCC3)cc2)n1Cc1ccco1.

Each line ends with the Mulliken charge.
Atoms and positions in Å:
O -3.22245 -2.73128 -4.95642  -0.548
C -3.46424 -1.64702 -5.40657  0.553
O -4.67268 -1.09519 -5.42224  -0.459
H -5.30419 -1.64153 -4.92812  0.360
C -2.45842 -0.75006 -6.10465  -0.452
H -2.78418 0.28733 -6.05463  0.317
H -2.33222 -1.06283 -7.14149  0.381
S -0.83471 -0.92264 -5.32141  -0.197
C -1.37196 -0.65592 -3.69652  0.497
N -2.59459 -0.34056 -3.35925  -0.259
N -2.62486 -0.22810 -2.02937  -0.851
C -1.43322 -0.48631 -1.55563  -0.060
N -0.57812 -0.77700 -2.59606  0.134
C 0.84990 -0.97117 -2.60067  -0.798
C 1.52942 0.05322 -1.74936  0.565
C 2.60106 -0.02430 -0.91046  -0.741
C 2.80322 1.28599 -0.41064  -0.158
C 1.83536 2.05428 -0.97564  -0.807
O 1.06263 1.31879 -1.79009  -0.300
H 1.59803 3.09505 -0.88485  0.501
H 3.56430 1.60435 0.26990  0.570
H 3.17742 -0.89726 -0.68344  0.511
H 1.17760 -0.87759 -3.64414  0.534
H 1.11124 -1.97592 -2.25412  0.178
C -1.11662 -0.46887 -0.13818  0.507
C -0.23152 -1.37656 0.44211  -0.210
C -0.01639 -1.35518 1.80866  -0.651
C -0.67451 -0.42560 2.59032  0.197
C -1.56581 0.47212 2.03186  -0.556
C -1.78981 0.45056 0.66888  -0.844
H -2.49469 1.12388 0.20794  0.526
H -2.09167 1.15530 2.67972  0.498
S -0.43072 -0.42995 4.37485  1.283
O -0.12876 -1.77121 4.77734  -0.724
O -1.54423 0.24874 4.96516  -0.718
N 0.92041 0.48677 4.72000  0.026
C 0.88349 1.85700 4.26260  -0.992
H -0.15336 2.17862 4.19125  0.429
H 1.39524 2.47806 5.00398  0.338
C 1.64099 1.87483 2.92240  -0.129
H 2.21493 2.79269 2.81093  0.579
H 0.94534 1.80763 2.08598  -0.095
C 2.54543 0.63016 2.97353  -0.024
H 3.60079 0.89545 2.94693  0.588
H 2.33794 -0.02737 2.13049  -0.268
C 2.19413 -0.05688 4.30700  -0.959
H 2.10634 -1.13949 4.24266  0.409
H 2.93317 0.18921 5.07546  0.270
H 0.63007 -2.07648 2.28308  0.531
H 0.25547 -2.12780 -0.15910  0.514

Atoms 1-2, force components in eV/Å:
O 0.0 -0.1 -0.1
C 0.0 -0.4 -0.1

In the order shown, the computed electronic energy values come out to -1221.73179; -1524.18965; -1901.89961; -2127.60631 hartree.
In the order shown, the computed energy relative to the best compared isomer or geometry (same formula, charge and spin) values come out to 218.3; 15.6; 148.7; 85.2 kJ/mol.
In the order shown, the computed gap between HOMO and LUMO values come out to 0.3124; 0.1564; 0.3129; 0.3182 hartree.